Here is a cluster of 5 separate species, C40H74BrO17PS2 in total from OMol25. Energies are from the ωB97M-V functional and the def2-TZVPD basis.

Geometry as XYZ:
```
135
Properties=species:S:1:pos:R:3:forces:R:3:lowdin_charge:R:1
C 5.990039 4.556034 -3.755218 -0.0555 -0.4076 0.3214 -0.104
C 5.206772 3.627351 -4.699672 0.1666 -0.0989 -0.2495 -0.252
C 4.589166 4.340968 -5.923856 -0.2844 -0.0917 0.1289 -0.211
C 3.083868 4.099541 -6.053023 -0.2257 -0.0116 0.2827 -0.212
C 2.704683 2.634412 -6.333140 0.0920 0.2464 0.2392 -0.224
C 1.348827 2.310065 -5.707008 0.1712 0.1677 -0.1041 -0.171
C 0.721814 0.917616 -5.938268 -0.1334 0.2462 -0.2548 -0.344
O 0.140896 0.361297 -4.758337 -0.2470 -0.1904 -0.2249 -0.174
C 0.762515 -0.152481 -3.598613 -0.0412 0.1704 0.6663 -0.644
S 2.429105 0.578819 -3.326130 0.0740 0.2713 -0.1990 0.896
C 0.813598 -1.679827 -3.692429 0.3009 -0.3028 -0.3528 -0.154
C 1.684932 -2.500783 -2.734792 0.0118 -0.3045 0.0639 -0.202
C 3.055905 -2.915346 -3.269055 0.3179 0.1652 0.0539 -0.221
C 3.729067 -3.998942 -2.396313 0.0962 0.4562 -0.2772 -0.200
C 5.147207 -3.616528 -1.969433 0.1333 -0.4885 0.2753 -0.202
C 5.145550 -2.575239 -0.842540 0.0561 -0.1982 -0.0159 -0.171
C 6.364654 -1.652891 -0.821968 -0.0143 0.0771 0.2988 -0.228
O 6.802529 -1.265614 -2.106525 0.0893 0.0323 -0.1135 -0.199
C 6.169302 -0.106925 -2.602239 -0.1711 0.0222 -0.0163 -0.102
C -0.200408 0.328988 -2.430759 0.0743 0.2538 -0.4470 -0.481
C -1.518311 -0.466755 -2.341894 -0.1401 -0.1392 -0.1396 -0.149
C -2.382430 -0.709283 -3.587489 -0.2955 -0.2267 0.0102 -0.264
C -3.239284 0.467710 -4.050104 0.3517 -0.0324 -0.2695 -0.587
S -4.616578 -0.044032 -5.120903 -0.2128 -0.0100 0.1353 0.715
O 0.516077 0.088764 -1.229202 -0.0115 -0.4038 0.0560 -0.127
C 0.408670 0.961460 -0.152811 0.2355 0.3215 0.3493 -0.272
O -0.963833 1.155515 0.126178 0.0253 -0.1562 0.1728 -0.046
P -0.607915 2.144822 -2.674861 0.2908 0.3016 0.3347 0.813
O 0.445234 3.129053 -2.326458 0.0732 0.0299 -0.0307 -0.413
C 1.391527 -0.051736 -6.910741 -0.4984 -0.0119 -0.3899 -0.637
Br 3.117859 -0.805536 -6.448245 0.2145 -0.0600 -0.0259 0.771
C 0.411799 -1.172992 -7.318887 0.1096 0.1247 0.0041 -0.277
C -0.524239 -0.738612 -8.461574 -0.2623 -0.3140 0.1456 -0.086
H 6.217085 5.515449 -4.218480 0.0480 -0.0051 0.0186 0.061
H 5.432322 4.730534 -2.830717 -0.0218 0.2019 -0.1604 0.070
H 6.928083 4.089823 -3.441755 -0.0014 0.1194 -0.0855 0.062
H 4.419302 3.110079 -4.142581 0.0206 0.0806 0.0174 0.088
H 5.873106 2.835558 -5.056087 -0.0455 0.0446 0.0470 0.099
H 5.083629 4.005921 -6.840456 0.0565 0.1624 0.0073 0.109
H 4.750225 5.417764 -5.817034 0.0560 -0.0610 -0.1717 0.099
H 2.618254 4.391376 -5.101161 0.0608 0.0114 -0.0680 0.117
H 2.645483 4.759174 -6.809486 0.0604 -0.0670 -0.0253 0.111
H 2.696299 2.467602 -7.414645 0.1313 -0.1485 0.0618 0.113
H 3.462995 1.997793 -5.873706 -0.0116 -0.1212 -0.2192 0.060
H 1.437709 2.500606 -4.637127 -0.0680 -0.0250 0.0375 0.050
H 0.628506 3.054210 -6.069380 0.0263 -0.0542 0.0699 0.127
H -0.186920 1.130737 -6.521602 -0.0231 -0.1073 0.1903 0.144
H 2.756103 -0.218642 -2.312141 -0.0549 -0.0999 0.1162 -0.110
H -0.202791 -2.053522 -3.611459 -0.0902 0.0799 -0.0910 0.099
H 1.133155 -1.918806 -4.711279 0.0206 0.0895 0.0964 0.084
H 1.141463 -3.434873 -2.543314 -0.0123 0.1023 0.0805 0.119
H 1.799677 -2.021587 -1.758414 -0.0959 0.0313 -0.0157 0.101
H 2.958533 -3.272974 -4.299649 -0.0536 0.0324 0.0801 0.100
H 3.726579 -2.047672 -3.326032 -0.1575 -0.0555 -0.0461 0.077
H 3.127038 -4.133364 -1.491699 0.0016 -0.2695 -0.0386 0.106
H 3.762947 -4.935584 -2.957077 -0.1356 -0.0810 0.1927 0.106
H 5.747976 -3.286742 -2.820261 -0.1977 0.1284 -0.0084 0.111
H 5.640947 -4.524826 -1.598901 0.0611 0.1097 -0.0464 0.109
H 4.212380 -2.002076 -0.851073 0.0743 0.1113 -0.1380 0.102
H 5.156038 -3.113896 0.111173 -0.1962 0.1704 0.0024 0.098
H 7.206230 -2.155609 -0.336438 0.0032 -0.0542 -0.1808 0.123
H 6.137805 -0.769651 -0.210017 0.0471 -0.0348 -0.0200 0.122
H 6.175955 -0.151105 -3.693282 0.0417 0.0270 0.0731 0.091
H 6.695098 0.795932 -2.271319 -0.0462 0.0070 -0.0036 0.090
H 5.124418 -0.042740 -2.272632 0.0918 -0.0049 -0.0430 0.056
H -2.143419 0.003084 -1.577234 0.1172 -0.0092 -0.0055 0.106
H -1.238249 -1.439612 -1.926633 0.0069 0.0925 0.0105 0.127
H -1.810663 -1.075127 -4.443513 0.0102 0.0881 0.1194 0.092
H -3.070080 -1.523078 -3.327899 0.0582 0.0837 0.0307 0.104
H -2.647881 1.153928 -4.654855 -0.0231 0.1149 0.2075 0.038
H -3.660013 1.021860 -3.210756 -0.0545 -0.0469 -0.0045 0.067
H -3.984053 0.137579 -6.279001 0.0661 -0.0290 -0.1610 -0.165
H 0.897088 1.921760 -0.355580 -0.1222 -0.0616 -0.1400 0.122
H 0.922283 0.482437 0.686730 -0.0687 -0.1720 -0.1229 0.135
H -1.035662 1.861476 0.775083 -0.0610 0.3131 0.1824 0.074
H -1.061433 2.275043 -3.988861 -0.1358 -0.1144 -0.0524 0.021
H -1.778757 2.278590 -1.915550 -0.1721 -0.0535 -0.1448 0.032
H 1.571734 0.558851 -7.801412 0.2644 -0.1487 0.1316 0.090
H 0.984685 -2.050972 -7.618579 -0.0941 0.0474 0.0313 0.086
H -0.180664 -1.449088 -6.445321 0.0916 -0.0434 0.0073 0.091
H -1.548591 -1.066824 -8.263876 0.0691 0.0341 -0.0245 0.070
H -0.236422 -1.197808 -9.409500 0.0964 0.2289 0.0236 0.074
H -0.561210 0.345398 -8.581318 0.0612 0.0002 -0.0637 0.069
C 0.893210 -0.804111 4.312344 0.0020 0.1277 -0.2212 -0.017
C 0.214114 0.495259 4.655467 -0.0932 -0.1476 0.0470 -0.306
C -1.249877 0.382838 5.040781 -0.0087 0.0220 0.0196 -0.078
O -1.790419 1.632849 4.579338 0.0553 -0.1451 0.0852 0.042
C -1.007095 2.073742 3.572255 0.0633 -0.1329 0.0270 -0.571
O -1.288420 2.970092 2.842368 -0.1055 0.1154 -0.2386 0.160
O 0.123200 1.352872 3.496119 0.1591 -0.0057 0.0292 0.088
H 0.461366 -1.218249 3.400160 -0.0678 -0.0569 0.0517 0.101
H 1.954114 -0.660102 4.133123 0.0236 0.0311 0.0139 0.069
H 0.771337 -1.521486 5.124392 0.0070 0.0134 0.0303 0.095
H 0.770593 1.042099 5.420462 -0.0079 0.0318 0.0012 0.160
H -1.419535 0.279327 6.108878 -0.0290 0.1099 0.0084 0.141
H -1.751730 -0.428027 4.507950 0.0376 -0.0268 -0.0142 0.141
C 6.006410 -5.197892 3.465084 0.0540 0.0598 -0.1844 -0.019
C 5.388906 -3.886808 3.876368 -0.0339 -0.0972 0.0266 -0.319
C 3.944110 -3.961312 4.333676 -0.0264 0.0058 0.0052 -0.083
O 3.430011 -2.679077 3.947365 -0.0028 -0.1754 0.0551 0.040
C 4.178468 -2.222450 2.913610 0.1215 -0.1222 0.0358 -0.568
O 3.907640 -1.278685 2.249893 -0.1184 0.2096 -0.0934 0.169
O 5.272564 -2.994413 2.750171 0.1359 -0.0069 0.0353 0.073
H 5.519484 -5.577566 2.566545 -0.0743 -0.0379 0.0492 0.094
H 7.066101 -5.077553 3.246590 0.0021 0.0076 0.0173 0.088
H 5.901019 -5.930176 4.265799 0.0025 0.0011 0.0215 0.092
H 6.003949 -3.385183 4.627963 -0.0212 0.0243 0.0142 0.159
H 3.827810 -4.097395 5.405302 -0.0142 0.0983 0.0153 0.138
H 3.386623 -4.736053 3.801942 0.0312 -0.0260 -0.0146 0.140
C -4.722085 2.716522 5.348952 0.0131 -0.0782 0.1116 -0.016
C -5.931535 2.117035 6.015459 0.0011 0.1348 -0.0133 -0.318
C -6.892747 3.102023 6.653159 -0.0017 -0.0089 0.0278 -0.086
O -7.433369 2.344357 7.745574 -0.0519 0.1194 -0.0274 0.052
C -6.527007 1.399661 8.089764 0.0998 0.0532 -0.1226 -0.569
O -6.584453 0.731290 9.068311 0.0074 -0.0648 0.1257 0.159
O -5.549499 1.328364 7.162790 0.0444 -0.0832 -0.1086 0.085
H -4.070044 3.182677 6.087699 -0.0579 0.0797 0.0094 0.098
H -4.145800 1.953946 4.836718 0.0200 -0.0080 -0.0576 0.068
H -5.024292 3.465920 4.616774 -0.0172 -0.0008 -0.0112 0.098
H -6.464912 1.454605 5.328232 -0.0324 -0.0082 0.0187 0.158
H -7.695061 3.423400 5.995070 -0.0648 -0.0626 0.0401 0.138
H -6.375152 3.975316 7.056414 0.0340 0.0039 -0.0215 0.140
C -9.666073 0.199989 9.437697 -0.0446 -0.1789 0.1652 -0.025
C -10.890178 -0.676007 9.506394 -0.0164 0.1318 -0.0110 -0.321
C -12.202683 0.049233 9.735193 -0.0191 -0.0013 0.0011 -0.097
O -12.974981 -0.919681 10.452185 -0.0372 0.1155 -0.0291 0.059
C -12.115843 -1.750600 11.091664 0.0591 0.0873 -0.1050 -0.572
O -12.432240 -2.544313 11.912476 -0.0609 -0.1458 0.1352 0.168
O -10.853572 -1.540310 10.660051 0.1017 -0.0450 -0.0769 0.086
H -9.475101 0.664161 10.404922 -0.0559 0.0770 -0.0146 0.101
H -8.785056 -0.377682 9.176300 0.0327 -0.0066 -0.0211 0.074
H -9.804339 0.981149 8.689353 0.0170 0.0023 -0.0196 0.089
H -10.958677 -1.316866 8.622643 -0.0350 -0.0149 0.0020 0.156
H -12.718472 0.325210 8.819366 -0.0561 -0.0700 0.0052 0.135
H -12.073696 0.932777 10.365312 0.0384 0.0126 -0.0069 0.138
```
Forces are in eV/Å.

Its calculated total energy is -178489.4619 eV. The calculation puts the HOMO-LUMO gap at 8.7 eV.


Here is a structure of composition C2H7FGaSn at a distorted geometry from OMol25. Energies are from the ωB97M-V functional and the def2-TZVPD basis.

Geometry as XYZ:
```
12
Properties=species:S:1:pos:R:3:forces:R:3:lowdin_charge:R:1
F 0.876176 -1.470372 0.567843 1.9490 1.4131 -0.8641 -0.079
C 1.004029 -0.306925 -0.217081 -7.4868 -0.4332 1.3286 -0.381
C -0.009516 0.754624 0.357046 4.0410 0.7913 -0.4558 -0.231
Ga -1.899624 -0.139603 0.062904 -1.6326 -1.3322 -0.5635 0.372
H 2.128466 0.089090 -0.227372 -0.0382 0.1709 0.3487 -0.231
H 0.676569 -0.603692 -1.252387 1.0748 0.3194 0.5329 0.139
H 0.198402 0.990791 1.438521 -0.4703 -0.4561 -0.9895 0.081
H 0.029466 1.719670 -0.239150 -0.2219 -1.1809 0.5695 0.080
H -2.501698 0.515097 -1.260364 0.4907 0.2175 0.0873 -0.108
H -1.715416 -1.727235 -0.175111 0.1898 0.4198 0.0205 -0.101
H -2.726542 0.106487 1.403051 0.5749 0.2233 0.1048 -0.085
Sn 3.939688 0.072067 -0.457900 1.5298 -0.1530 -0.1193 1.544
```
Forces are in eV/Å.

As for the total charge: +1. Its calculated total energy is -63096.3939 eV. The calculation puts the HOMO-LUMO gap at 3.3 eV.


Here is a structure of composition C3H7NO2S at a distorted geometry from OMol25. Energies are from the ωB97M-V functional and the def2-TZVPD basis.

Geometry as XYZ:
```
14
Properties=species:S:1:pos:R:3:forces:R:3:lowdin_charge:R:1
C -0.842744 0.624467 -0.521335 -1.2374 -0.1959 -0.7144 -0.208
C 0.727913 -1.844417 1.178984 1.8535 0.0571 -1.1122 -0.067
C 0.429628 -1.662852 -0.073652 0.4398 -0.3201 -0.7373 -0.110
N -0.606196 0.754163 0.734383 0.9920 1.8943 -0.3162 0.020
O -0.540151 3.245035 -0.989951 -0.8378 0.3220 -0.6498 -0.515
O 1.271425 1.958367 -1.827286 -0.7908 -0.0336 -1.1208 -0.525
S -0.157540 2.257311 -1.989468 2.1220 -0.4267 2.4617 0.759
H -1.689000 -0.076763 -0.700733 0.1265 0.6050 0.0563 0.066
H 1.770892 -1.677712 1.485554 -0.8646 -0.3090 0.4063 0.080
H -0.068124 -2.203331 1.690421 -1.7181 -0.9897 2.8722 0.017
H 0.350355 1.407603 0.904381 -3.6364 -2.0902 0.4575 0.227
H -0.508084 -1.727603 -0.586393 -0.4554 -0.5422 0.3038 0.049
H 1.218668 -1.362081 -0.665290 1.4421 0.7797 -1.7154 0.042
H -1.357041 0.307814 1.360387 2.5646 1.2494 -0.1916 0.164
```
Forces are in eV/Å.

Its calculated total energy is -19639.8179 eV. The calculation puts the HOMO-LUMO gap at 9.0 eV. The energy relative to the best compared isomer or geometry (same formula, charge and spin) comes out at 133.4 kcal/mol.


Here is the molecule C5H7NO2 at a distorted geometry from OMol25. Energies are from the ωB97M-V functional and the def2-TZVPD basis.

Geometry as XYZ:
```
15
Properties=species:S:1:pos:R:3:forces:R:3:lowdin_charge:R:1
C -0.012795 -0.062482 1.625150 3.2143 -4.3178 1.8913 -0.327
C 1.156723 -0.156344 0.615827 1.0557 -2.5021 -2.1535 -0.131
C -0.406584 0.096081 -1.471484 0.3456 2.7903 0.2423 -0.182
C -1.187383 -0.185052 -0.290335 -1.5478 -1.6635 1.5267 -0.276
C -0.957006 0.650847 0.843700 -4.0600 2.9736 -0.4032 -0.156
H 1.741635 -1.187987 0.496421 -1.9447 1.5030 0.9635 0.165
H 1.932863 0.427704 0.965757 1.6248 1.6675 0.7990 0.084
H 1.580307 -0.194534 -1.495721 -1.7010 2.1567 2.8211 0.181
H -0.287708 -0.669568 -2.148331 -0.3223 -2.1025 -1.3613 0.091
H -0.536436 0.986754 -2.030836 -0.9253 1.0010 -0.5385 0.114
H -0.783849 -1.180082 -0.112884 -1.1138 -0.6564 0.7584 0.162
H -0.788338 1.778888 0.638191 -0.3478 -2.0606 0.4928 0.209
N 0.866356 0.353104 -0.776961 4.0988 -1.9428 -2.4784 -0.080
O 0.060344 -0.807602 2.612420 -1.2291 2.4957 -1.7033 0.100
O -2.378129 0.150272 0.529089 2.8524 0.6579 -0.8568 0.046
```
Forces are in eV/Å.

Its calculated total energy is -10878.0411 eV. The calculation puts the HOMO-LUMO gap at 9.9 eV. The energy relative to the best compared isomer or geometry (same formula, charge and spin) comes out at 128.6 kcal/mol.


In eV, the E_LUMO values for the records above are, in order, 0.2 -8.4 -0.1 0.5.